Entry 1:
{
  "formula": "C8H13F8OPSSi",
  "method": "ωB97M-V with the def2-TZVPD basis set",
  "elements": ["S", "P", "Si", "F", "F", "F", "F", "F", "F", "F", "F", "O", "C", "C", "C", "C", "C", "C", "C", "C", "H", "H", "H", "H", "H", "H", "H", "H", "H", "H", "H", "H", "H"],
  "xyz": [[-1.25, 0.44, 6.20], [-1.52, 0.67, 4.26], [-0.36, -0.80, 3.05], [0.51, 1.89, -4.73], [-1.80, 1.35, -2.77], [3.82, 2.36, -2.92], [1.67, 0.00, -3.85], [0.46, 2.18, -1.09], [1.22, 3.50, -2.92], [-1.18, -0.23, -4.45], [3.14, 0.53, -1.35], [0.48, -0.81, -1.12], [-1.01, -2.55, 3.53], [-0.71, 0.37, -3.14], [0.73, 1.08, -3.47], [-0.64, -0.38, 1.16], [2.83, 1.89, -1.87], [0.13, -1.45, 0.17], [-0.62, -0.91, -2.10], [1.27, 2.12, -2.33], [-1.37, -3.14, 2.57], [-1.80, -0.49, 0.95], [1.16, -1.80, 0.64], [-1.69, -1.00, -1.60], [-1.89, -2.46, 4.32], [-0.46, -1.95, -2.66], [3.01, 2.63, -0.95], [-1.29, 2.04, 3.85], [-0.16, -3.17, 4.08], [-0.27, 0.74, 1.04], [-0.49, -2.45, -0.02], [1.03, -0.63, 3.47], [-2.95, 0.42, 4.03]],
  "lowdin_charge": [-0.018, 0.101, 0.415, 0.014, -0.004, -0.031, 0.049, 0.023, 0.012, -0.016, -0.020, -0.230, -0.280, -0.134, -0.100, -0.301, -0.060, -0.238, -0.081, -0.119, 0.046, 0.094, 0.141, 0.153, 0.050, 0.168, 0.193, -0.048, 0.059, 0.088, 0.141, -0.026, -0.039],
  "gap_ev": 8.540,
  "e_lumo_ev": 0.005,
  "charge": 0,
  "homo_ev": -8.535,
  "smiles": "C[Si@@H](CCOCC(F)(F)C(F)(F)C(F)(F)C(F)F)[PH2]=S"
}

Entry 2:
{
  "formula": "C30H53Br18N2O2",
  "method": "ωB97M-V with the def2-TZVPD basis set",
  "elements": ["Br", "Br", "Br", "Br", "Br", "Br", "Br", "Br", "Br", "Br", "Br", "Br", "Br", "Br", "Br", "Br", "Br", "Br", "O", "O", "N", "N", "C", "C", "C", "C", "C", "C", "C", "C", "C", "C", "C", "C", "C", "C", "C", "C", "C", "C", "C", "C", "C", "C", "C", "C", "C", "C", "C", "C", "C", "C", "H", "H", "H", "H", "H", "H", "H", "H", "H", "H", "H", "H", "H", "H", "H", "H", "H", "H", "H", "H", "H", "H", "H", "H", "H", "H", "H", "H", "H", "H", "H", "H", "H", "H", "H", "H", "H", "H", "H", "H", "H", "H", "H", "H", "H", "H", "H", "H", "H", "H", "H", "H", "H"],
  "xyz": [[-8.20, 4.01, -5.70], [1.36, -8.58, 3.77], [1.40, -5.78, 0.44], [-1.93, -7.59, 2.43], [-4.59, 5.57, -3.39], [-4.07, -4.90, 5.42], [4.03, -2.97, -0.40], [1.18, -1.78, -2.35], [2.40, 3.82, -1.27], [-6.38, 9.20, -7.46], [-8.39, 3.38, -2.07], [-6.16, -9.45, 5.70], [-2.88, 10.27, -7.17], [-0.55, -4.53, 6.43], [2.16, -6.17, -3.15], [-3.26, -10.63, 7.66], [-0.54, 5.16, -3.06], [-4.21, 4.76, -6.98], [3.68, 5.69, 0.91], [5.47, 4.66, 0.15], [0.78, 0.22, 3.64], [2.16, 1.00, 1.16], [5.88, 0.89, 2.88], [0.30, -6.99, 4.13], [1.46, -0.53, 2.89], [2.97, -7.03, -1.60], [-4.27, -9.46, 5.25], [4.23, 2.03, 0.70], [1.39, -0.24, 1.40], [-3.32, -4.44, 7.16], [-2.12, -3.54, 7.02], [-4.48, 6.48, -6.11], [-7.16, 2.81, -4.59], [6.55, 1.63, 1.72], [3.61, 3.28, 0.74], [3.73, -3.05, -2.33], [2.18, 3.35, 1.00], [-4.23, 10.79, -8.47], [3.45, 0.90, 0.88], [-3.72, 6.58, -4.82], [-3.58, -10.70, 5.74], [4.38, 4.57, 0.57], [-8.00, 2.15, -3.53], [1.32, 5.15, -3.62], [6.81, 1.01, 4.11], [1.94, -7.36, -0.55], [1.99, 3.86, -3.21], [1.52, 2.17, 1.24], [-5.58, 10.94, -7.83], [-1.17, -7.31, 4.20], [3.06, -1.79, -2.81], [5.69, 1.81, 0.45], [-5.55, 6.61, -5.98], [1.82, -1.06, 0.82], [0.95, -0.07, 4.61], [6.14, 2.58, -0.17], [3.50, -0.90, -2.39], [3.43, -7.94, -1.98], [-1.85, -3.12, 7.99], [-2.27, -2.74, 6.31], [0.48, 2.12, 1.49], [5.77, 0.88, -0.12], [-2.59, -10.80, 5.30], [-4.15, -11.60, 5.55], [-6.76, 2.06, -5.28], [2.36, -8.04, 0.19], [6.95, 2.56, 2.10], [3.89, -0.08, 0.83], [-4.11, 7.22, -6.82], [-8.96, 1.80, -3.91], [-6.28, 11.44, -8.50], [7.40, 1.02, 1.43], [-3.84, -8.55, 5.66], [3.16, -3.95, -2.52], [-4.12, -3.94, 7.69], [1.04, -7.80, -0.97], [1.38, 2.99, -3.42], [-5.55, 11.47, -6.88], [4.72, -3.15, -2.77], [-1.38, -8.20, 4.78], [-7.46, 1.33, -3.07], [-2.71, 6.20, -4.89], [6.75, 2.02, 4.51], [-1.72, -6.47, 4.61], [1.30, 5.25, -4.70], [-3.90, 11.74, -8.87], [-4.23, -9.41, 4.16], [3.10, -1.73, -3.90], [1.62, 4.26, 1.06], [0.53, -6.27, 3.35], [0.65, -6.62, 5.08], [2.08, -1.33, 3.28], [3.75, -6.36, -1.23], [-6.34, 3.39, -4.18], [-4.22, 10.04, -9.26], [5.79, -0.18, 2.70], [7.84, 0.87, 3.79], [1.79, 6.03, -3.19], [-3.70, 7.60, -4.46], [-3.08, -5.38, 7.66], [3.47, 5.66, 1.85], [4.92, 1.32, 3.17], [2.96, 3.76, -3.71], [6.59, 0.26, 4.86], [0.38, -0.11, 1.06]],
  "lowdin_charge": [0.599, 0.611, 0.603, 0.606, 0.620, 0.651, 0.605, 0.623, 1.152, 0.662, 0.599, 0.618, 0.608, 0.687, 0.675, 0.604, 0.663, 0.605, 0.079, 0.181, 0.134, -0.022, -0.265, -0.734, -0.189, -0.658, -0.727, -0.144, -0.086, -0.677, -0.673, -0.727, -0.710, -0.177, -0.243, -0.682, -0.202, -0.688, 0.018, -0.688, -0.696, -0.547, -0.696, -0.674, -0.103, -0.667, -0.553, -0.032, -0.687, -0.718, -0.684, -0.116, 0.021, 0.076, 0.067, 0.111, 0.039, 0.063, 0.060, 0.049, 0.149, 0.122, 0.053, 0.052, 0.060, 0.058, 0.119, 0.119, 0.006, 0.049, 0.060, 0.120, 0.028, -0.060, 0.062, 0.058, 0.056, 0.051, 0.069, 0.043, 0.056, 0.000, 0.076, -0.038, 0.065, 0.059, 0.043, 0.064, 0.107, 0.008, -0.003, 0.123, 0.044, -0.017, 0.052, 0.108, 0.076, 0.057, 0.060, 0.055, 0.132, 0.100, 0.068, 0.072, 0.136],
  "gap_ev": 6.812,
  "e_lumo_ev": -4.209,
  "charge": 1,
  "homo_ev": -11.021
}

Entry 3:
{
  "formula": "Cl2H5NSi2",
  "method": "ωB97M-V with the def2-TZVPD basis set",
  "elements": ["Cl", "Cl", "Si", "Si", "N", "H", "H", "H", "H", "H"],
  "xyz": [[1.02, 2.24, 1.72], [-0.38, -0.57, 2.70], [0.93, 0.26, 1.56], [-1.14, -0.09, -1.34], [0.21, -1.07, -0.90], [-1.86, -0.35, 0.01], [2.22, -0.26, 1.87], [1.09, -1.08, -1.46], [-1.46, -0.51, -2.72], [-0.64, 1.43, -1.45]],
  "lowdin_charge": [0.300, 0.338, -0.259, 0.326, -0.303, -0.079, -0.095, -0.044, -0.097, -0.087],
  "gap_ev": [7.281, 7.890],
  "e_lumo_ev": [-1.161, -1.176],
  "charge": 0,
  "homo_ev": [-8.442, -9.066],
  "de_lowest_kcal_mol": 99.20
}

Entry 4:
{
  "formula": "C4H4",
  "method": "ωB97M-V with the def2-TZVPD basis set",
  "elements": ["C", "C", "C", "C", "H", "H", "H", "H"],
  "xyz": [[-0.34, 0.64, 0.16], [-0.32, -0.80, 0.03], [1.01, 0.02, 0.07], [2.24, 0.15, -0.24], [-0.77, 1.30, 0.89], [-0.51, -1.51, 0.93], [-0.74, 1.53, -1.00], [-0.57, -1.35, -0.84]],
  "mulliken_spin": [0.163, 0.191, -0.037, 1.726, -0.006, -0.007, -0.022, -0.007],
  "gap_ev": [8.418, 7.257],
  "e_lumo_ev": [0.712, -2.459],
  "charge": 0,
  "homo_ev": [-7.706, -9.716],
  "multiplicity": 3,
  "de_lowest_kcal_mol": 70.73
}

Entry 5:
{
  "formula": "C26H56N4O4P",
  "method": "ωB97M-V with the def2-TZVPD basis set",
  "elements": ["P", "O", "O", "O", "O", "N", "N", "N", "N", "C", "C", "C", "C", "C", "C", "C", "C", "C", "C", "C", "C", "C", "C", "C", "C", "C", "C", "C", "C", "C", "C", "C", "C", "C", "C", "H", "H", "H", "H", "H", "H", "H", "H", "H", "H", "H", "H", "H", "H", "H", "H", "H", "H", "H", "H", "H", "H", "H", "H", "H", "H", "H", "H", "H", "H", "H", "H", "H", "H", "H", "H", "H", "H", "H", "H", "H", "H", "H", "H", "H", "H", "H", "H", "H", "H", "H", "H", "H", "H", "H", "H"],
  "xyz": [[4.14, -0.66, 1.28], [-5.85, 3.81, 1.60], [0.12, -0.32, 2.91], [8.34, -0.13, 0.89], [0.63, -1.95, 4.47], [5.50, -1.21, 0.64], [1.79, -0.97, -1.48], [3.44, -2.84, -1.23], [2.67, -1.50, 0.78], [-5.87, 0.63, 0.43], [1.06, 1.52, -1.86], [0.19, 3.56, 1.34], [0.97, -2.75, -3.23], [10.04, -0.88, -0.64], [0.80, -2.78, 2.07], [-5.72, 5.64, 3.15], [9.75, -0.25, 0.71], [0.96, 0.17, -0.97], [2.59, -1.73, -0.68], [-4.90, -1.06, -1.49], [10.34, -1.07, 1.85], [-2.60, -1.44, -2.71], [2.37, -2.72, 1.59], [-3.69, -2.15, -1.71], [0.68, 3.25, 0.14], [-5.54, 2.46, -1.56], [-0.42, -2.87, -2.41], [1.62, 2.81, -1.08], [-5.69, 4.13, 2.98], [0.51, -1.69, 3.21], [-6.79, 3.46, 3.79], [-5.26, -0.83, 0.07], [-6.56, 1.39, -0.83], [1.80, -1.39, -2.95], [-1.69, -2.60, -3.39], [-0.02, 1.78, -2.23], [-6.76, 2.38, 3.65], [10.17, 0.76, 0.74], [-6.70, 0.48, 1.22], [5.91, -0.39, 0.13], [-3.11, -0.79, -3.52], [-1.38, -2.27, -4.44], [-6.01, 3.50, -1.73], [1.69, -3.65, -3.07], [-2.29, -3.59, -3.44], [-7.44, 2.04, -0.43], [10.11, -0.61, 2.81], [9.60, -0.29, -1.45], [-5.05, 1.31, 0.86], [-7.03, 0.68, -1.62], [2.57, -3.73, 1.06], [0.61, -3.82, 2.56], [2.90, -1.47, -3.35], [11.42, -1.17, 1.75], [-4.52, -0.07, -1.95], [9.90, -2.08, 1.87], [2.78, -3.65, -1.23], [1.72, 1.40, -2.81], [-0.49, -2.23, -1.46], [2.98, -2.75, 2.58], [4.17, -0.74, 2.73], [4.17, -3.10, -0.55], [-4.56, 2.51, -0.95], [0.07, -2.67, 1.17], [-5.25, 1.97, -2.59], [1.59, 3.69, -1.85], [1.31, -0.57, -3.62], [1.18, 0.47, 0.12], [-3.21, -2.42, -0.68], [9.59, -1.88, -0.71], [-5.84, -1.40, -2.10], [11.12, -0.97, -0.81], [-6.69, 3.68, 4.85], [7.96, -1.02, 0.87], [-0.49, -3.98, -2.05], [-5.59, 5.93, 4.20], [3.91, 0.75, 1.00], [-6.71, 4.14, 1.31], [-4.93, 6.11, 2.55], [0.72, -2.76, -4.37], [-7.78, 3.80, 3.46], [2.74, 2.70, -0.80], [-0.17, -0.14, -0.98], [-0.17, 4.09, 2.31], [-4.11, -3.12, -2.19], [-6.67, 6.06, 2.80], [-0.74, -0.34, 2.41], [-5.99, -1.66, 0.40], [-1.93, -0.72, -2.10], [-4.71, 3.75, 3.30], [-4.30, -0.97, 0.70]],
  "lowdin_charge": [0.756, -0.076, -0.005, -0.093, 0.052, -0.278, -0.002, 0.135, -0.233, -0.216, -0.181, 0.076, -0.164, -0.066, -0.064, -0.064, -0.499, -0.113, -0.226, -0.206, -0.064, -0.209, -0.205, -0.187, -0.111, -0.135, -0.195, -0.208, -0.500, -0.347, -0.061, -0.209, -0.246, -0.118, -0.192, 0.134, 0.075, 0.140, 0.109, -0.011, 0.118, 0.109, 0.074, 0.103, 0.113, 0.096, 0.081, 0.078, 0.097, 0.101, 0.124, 0.145, 0.151, 0.083, 0.080, 0.082, 0.105, 0.120, 0.074, 0.133, 0.047, 0.081, 0.069, 0.118, 0.062, 0.128, 0.137, 0.119, 0.105, 0.081, 0.123, 0.082, 0.082, 0.051, 0.122, 0.082, 0.024, 0.092, 0.080, 0.126, 0.084, 0.117, 0.119, 0.067, 0.114, 0.083, 0.117, 0.115, 0.088, 0.137, 0.092],
  "gap_ev": 7.717,
  "e_lumo_ev": -4.047,
  "charge": 1,
  "homo_ev": -11.764
}

Entry 6:
{
  "formula": "C5H13NO",
  "method": "ωB97M-V with the def2-TZVPD basis set",
  "elements": ["O", "N", "C", "C", "C", "C", "C", "H", "H", "H", "H", "H", "H", "H", "H", "H", "H", "H", "H", "H"],
  "xyz": [[-1.84, 0.54, 0.54], [-0.96, 1.69, 2.04], [1.30, -0.80, 0.07], [2.05, 0.51, -0.18], [0.78, -1.42, -1.23], [-0.60, 2.34, 1.09], [-2.52, -0.64, 0.22], [1.96, -1.51, 0.58], [2.93, 0.35, -0.81], [0.07, -0.75, -1.72], [2.40, 0.96, 0.76], [0.26, -2.36, -1.04], [-0.01, 3.25, 1.04], [1.59, -1.62, -1.93], [1.41, 1.24, -0.69], [-1.09, 1.69, 0.16], [-2.97, -0.53, -0.78], [-1.87, -1.52, 0.22], [-3.35, -0.80, 0.92], [0.46, -0.61, 0.74]],
  "lowdin_charge": [-0.322, 0.192, -0.319, -0.133, -0.129, -0.127, -0.180, 0.101, 0.070, 0.068, 0.066, 0.064, 0.103, 0.069, 0.057, 0.117, 0.087, 0.061, 0.082, 0.074],
  "gap_ev": [8.825, 8.751],
  "e_lumo_ev": [-0.932, -0.976],
  "charge": 0,
  "homo_ev": [-9.757, -9.727],
  "de_lowest_kcal_mol": 128.55
}

In eV, the electronic energy values for the records above are, in order, -60289.5974; -1299803.2008; -42370.4258; -4203.4068; -51293.5453; -8928.4363.